(1)
Molecular formula: C19H22MoN2Te
Method: DFT, wB97M-V/def2-TZVPD

Structure (XYZ):
```
45
Properties=species:S:1:pos:R:3:nbo_charge:R:1
C -2.761 -0.774 0.126 -0.70
C -2.823 0.557 -0.617 -0.67
H -2.355 -1.536 -0.516 0.26
H -3.805 -1.043 0.290 0.33
H -2.333 -0.851 1.150 0.26
H -2.470 0.505 -1.661 0.26
H -3.877 0.862 -0.701 0.32
H -2.342 1.389 -0.090 0.27
C 0.247 -2.834 -0.011 0.08
C 1.018 -3.922 -0.424 -0.22
C 1.961 -3.763 -1.445 -0.10
C 2.032 -2.523 -2.068 -0.19
H -0.566 -2.923 0.713 0.22
H 0.913 -4.865 0.100 0.26
H 2.573 -4.612 -1.747 0.26
H 2.672 -2.383 -2.952 0.25
N 0.429 -1.566 -0.472 -0.51
C 1.344 -1.418 -1.490 0.19
C 1.563 -0.049 -1.856 0.16
N 0.791 0.856 -1.161 -0.46
C 1.004 2.162 -1.438 0.09
C 2.913 1.706 -2.813 -0.09
C 2.094 2.622 -2.154 -0.21
H 0.342 2.862 -0.960 0.23
H 2.238 3.702 -2.186 0.26
C 2.593 0.357 -2.718 -0.18
H 3.119 -0.401 -3.283 0.25
H 3.771 2.082 -3.356 0.26
Mo -0.680 0.240 0.290 0.80
C -0.810 2.415 0.915 -0.94
H -1.078 2.721 -0.106 0.18
H 0.041 3.066 1.209 0.24
H -1.624 2.842 1.549 0.26
Te 1.031 0.575 2.354 0.67
C -0.233 1.285 3.912 -0.26
C -1.230 0.393 4.308 -0.25
C -2.171 0.837 5.256 -0.20
C -2.121 2.149 5.733 -0.16
C -1.168 3.059 5.232 -0.18
C -0.240 2.646 4.281 -0.24
H -1.245 -0.612 3.877 0.22
H -2.940 0.123 5.548 0.24
H -2.818 2.462 6.508 0.25
H -1.150 4.103 5.526 0.24
H 0.484 3.319 3.813 0.23
```

## Properties
spin multiplicity	3
⟨S²⟩	2.0555
net charge	+2
molar mass	501.9	g mol⁻¹

---

(2)
Molecular formula: C19H22N2O3
Method: DFT, wB97M-V/def2-TZVPD

Structure (XYZ):
```
46
Properties=species:S:1:pos:R:3:nbo_charge:R:1
C -1.758 0.793 -2.890 -0.26
O -1.342 -0.061 -3.928 -0.49
C -0.150 -0.704 -3.802 0.32
C 0.206 -1.540 -4.863 -0.25
C 1.396 -2.234 -4.828 -0.19
C 2.247 -2.115 -3.739 -0.28
C 1.904 -1.286 -2.684 0.08
C 2.810 -1.137 -1.489 -0.27
N 2.085 -1.274 -0.245 -0.61
C 1.919 -0.251 0.619 0.69
O 2.438 0.836 0.463 -0.65
C 1.061 -0.606 1.824 -0.51
C 0.496 0.668 2.461 -0.07
N 0.012 0.433 3.816 -0.61
C -0.650 -0.654 4.275 0.69
C -1.075 -0.509 5.725 -0.71
O -0.873 -1.651 3.622 -0.64
C -0.575 1.277 1.580 -0.05
C -1.829 0.687 1.479 -0.17
C -2.806 1.257 0.681 -0.23
C -2.537 2.415 -0.030 -0.22
C -1.283 2.995 0.053 -0.22
C -0.308 2.432 0.857 -0.20
C 0.706 -0.580 -2.716 -0.35
H -1.057 1.619 -2.739 0.18
H -2.721 1.191 -3.205 0.20
H -1.882 0.253 -1.946 0.18
H -0.469 -1.623 -5.699 0.22
H 1.664 -2.878 -5.652 0.21
H 3.176 -2.664 -3.715 0.21
H 3.617 -1.876 -1.530 0.20
H 3.251 -0.135 -1.471 0.25
H 1.593 -2.140 -0.091 0.40
H 0.255 -1.282 1.543 0.25
H 1.693 -1.120 2.553 0.24
H 1.325 1.382 2.541 0.23
H 0.058 1.233 4.426 0.40
H -0.213 -0.297 6.354 0.23
H -1.541 -1.434 6.054 0.24
H -1.791 0.305 5.823 0.23
H -2.042 -0.218 2.026 0.22
H -3.781 0.796 0.615 0.21
H -3.302 2.860 -0.649 0.21
H -1.065 3.894 -0.506 0.21
H 0.674 2.878 0.913 0.23
H 0.465 0.065 -1.884 0.23
```

## Properties
spin multiplicity	1
molar mass	326.4	g mol⁻¹
SMILES	COc1cccc(CNC(=O)C[C@H](NC(C)=O)c2ccccc2)c1

---

(3)
Molecular formula: C19H22N2O3
Method: DFT, wB97M-V/def2-TZVPD

Structure (XYZ):
```
46
Properties=species:S:1:pos:R:3:nbo_charge:R:1
C -3.214 -0.456 1.358 -0.60
C -1.815 -1.051 1.265 -0.43
C -1.838 -2.458 0.653 0.09
C -0.457 -3.121 0.712 -0.24
N 0.466 -2.316 -0.059 -0.46
C 1.376 -1.546 0.648 0.81
O 1.668 -1.823 1.794 -0.67
N 1.927 -0.502 -0.034 -0.63
C 2.635 0.535 0.700 -0.24
C 1.675 1.618 1.122 -0.01
C 0.842 1.412 2.217 -0.25
C -0.095 2.368 2.556 -0.20
C -0.218 3.538 1.822 -0.28
C 0.613 3.752 0.729 0.31
O 0.591 4.859 -0.067 -0.49
C -0.319 5.887 0.236 -0.25
C 1.552 2.780 0.382 -0.27
C 0.026 -2.085 -1.372 0.04
C 0.913 -1.875 -2.425 -0.23
C 0.449 -1.698 -3.715 -0.23
C -0.911 -1.754 -3.975 -0.20
C -1.801 -1.995 -2.948 -0.27
C -1.349 -2.164 -1.643 0.35
O -2.289 -2.422 -0.693 -0.50
H -3.682 -0.446 0.377 0.21
H -3.164 0.563 1.732 0.21
H -3.835 -1.044 2.030 0.20
H -1.364 -1.112 2.257 0.22
H -1.189 -0.399 0.651 0.21
H -2.576 -3.074 1.180 0.19
H -0.511 -4.126 0.281 0.20
H -0.086 -3.179 1.735 0.26
H 1.457 -0.193 -0.872 0.40
H 3.422 0.936 0.057 0.20
H 3.080 0.053 1.572 0.24
H 0.935 0.503 2.791 0.23
H -0.744 2.209 3.405 0.21
H -0.957 4.267 2.112 0.21
H -1.356 5.542 0.167 0.18
H -0.149 6.661 -0.510 0.20
H -0.140 6.302 1.234 0.18
H 2.184 2.965 -0.473 0.22
H 1.973 -1.878 -2.223 0.23
H 1.151 -1.531 -4.517 0.22
H -1.277 -1.620 -4.981 0.22
H -2.862 -2.058 -3.128 0.22
```

## Properties
spin multiplicity	1
molar mass	326.4	g mol⁻¹
SMILES	CC[C@@H]1CN(C(=O)NCc2cccc(OC)c2)c2ccccc2O1

---

(4)
Molecular formula: C19H22N2O4S
Method: DFT, wB97M-V/def2-TZVPD

Structure (XYZ):
```
48
Properties=species:S:1:pos:R:3:nbo_charge:R:1
C -4.473 -1.869 0.714 -0.61
C -3.459 -0.730 0.648 -0.04
C -2.509 -0.713 1.865 -0.44
C -1.231 -1.257 1.296 -0.06
C -0.064 -1.632 1.925 -0.19
C 0.986 -2.110 1.151 -0.23
C 0.866 -2.206 -0.226 -0.22
C -0.305 -1.824 -0.869 -0.27
C -1.346 -1.350 -0.092 0.21
N -2.605 -0.930 -0.528 -0.69
S -2.671 0.259 -1.708 2.34
O -4.048 0.600 -1.888 -0.93
O -1.906 -0.188 -2.830 -0.93
C -1.804 1.596 -0.887 -0.35
C -2.499 2.546 -0.164 -0.18
C -1.787 3.464 0.594 -0.22
C -0.406 3.396 0.638 -0.16
C 0.291 2.433 -0.090 -0.06
C 1.786 2.442 0.010 0.64
O 2.392 3.404 0.445 -0.62
N 2.406 1.316 -0.397 -0.61
C 3.845 1.178 -0.335 -0.22
C 4.245 -0.282 -0.162 -0.44
C 4.117 -1.068 -1.473 -0.06
O 4.167 -2.460 -1.275 -0.72
C -0.425 1.535 -0.874 -0.20
H -5.063 -1.878 -0.198 0.23
H -5.136 -1.733 1.565 0.21
H -3.957 -2.821 0.808 0.21
H -3.993 0.214 0.525 0.22
H -2.895 -1.334 2.673 0.23
H -2.357 0.297 2.253 0.23
H 0.030 -1.559 2.998 0.22
H 1.902 -2.424 1.630 0.22
H 1.690 -2.596 -0.804 0.24
H -0.414 -1.888 -1.940 0.25
H -3.576 2.567 -0.222 0.24
H -2.311 4.224 1.154 0.22
H 0.167 4.095 1.229 0.24
H 1.874 0.513 -0.691 0.40
H 4.298 1.585 -1.247 0.19
H 4.190 1.785 0.507 0.23
H 3.605 -0.746 0.592 0.22
H 5.278 -0.334 0.190 0.21
H 4.898 -0.747 -2.177 0.16
H 3.146 -0.881 -1.939 0.17
H 5.018 -2.692 -0.886 0.47
H 0.044 0.800 -1.508 0.24
```

## Properties
spin multiplicity	1
molar mass	374.5	g mol⁻¹
SMILES	C[C@H]1Cc2ccccc2N1S(=O)(=O)c1cccc(C(=O)NCCCO)c1

---

(5)
Molecular formula: C19H22N2O5S
Method: DFT, wB97M-V/def2-TZVPD

Structure (XYZ):
```
49
Properties=species:S:1:pos:R:3:nbo_charge:R:1
C -0.935 0.277 -4.485 -0.25
O -0.424 1.552 -4.167 -0.48
C -0.496 1.988 -2.889 0.34
C -1.046 1.265 -1.831 -0.33
C -1.052 1.809 -0.558 -0.10
C -0.520 3.064 -0.340 -0.41
S -0.360 3.656 1.337 2.33
O -0.212 5.078 1.355 -0.93
O -1.380 3.066 2.147 -0.93
N 1.144 2.994 1.765 -0.68
C 2.266 3.795 1.336 -0.43
C 1.219 1.600 1.638 0.22
C 2.122 0.972 0.783 -0.27
C 2.129 -0.405 0.662 -0.17
C 1.226 -1.182 1.374 -0.13
C 1.257 -2.673 1.243 0.67
O 2.181 -3.341 1.667 -0.61
N 0.195 -3.231 0.612 -0.44
C -0.934 -2.534 0.042 -0.25
C -2.219 -3.030 0.720 -0.08
O -2.347 -4.426 0.599 -0.52
C -1.248 -5.094 1.181 -0.08
C 0.068 -4.671 0.521 -0.26
C 0.353 -0.558 2.261 -0.20
C 0.354 0.814 2.400 -0.23
C 0.022 3.797 -1.382 -0.17
C 0.030 3.264 -2.653 -0.26
H -0.767 0.153 -5.553 0.21
H -2.007 0.212 -4.277 0.18
H -0.408 -0.513 -3.941 0.18
H -1.470 0.286 -1.986 0.22
H -1.480 1.274 0.275 0.23
H 3.166 3.448 1.843 0.22
H 2.052 4.819 1.633 0.25
H 2.421 3.767 0.252 0.18
H 2.822 1.551 0.202 0.22
H 2.833 -0.884 -0.002 0.22
H -0.821 -1.458 0.169 0.23
H -0.986 -2.772 -1.029 0.19
H -3.101 -2.599 0.242 0.20
H -2.205 -2.742 1.782 0.16
H -1.429 -6.160 1.037 0.20
H -1.204 -4.874 2.258 0.17
H 0.923 -5.119 1.027 0.25
H 0.063 -4.969 -0.533 0.19
H -0.323 -1.154 2.857 0.22
H -0.326 1.299 3.080 0.25
H 0.412 4.782 -1.182 0.24
H 0.438 3.810 -3.489 0.23
```

## Properties
spin multiplicity	1
molar mass	390.5	g mol⁻¹
SMILES	COc1ccc(S(=O)(=O)N(C)c2ccc(C(=O)N3CCOCC3)cc2)cc1

---

(6)
Molecular formula: C19H22N2O6
Method: DFT, wB97M-V/def2-TZVPD

Structure (XYZ):
```
49
Properties=species:S:1:pos:R:3:nbo_charge:R:1
C -3.155 0.690 -1.179 -0.64
C -3.875 0.412 0.134 -0.07
O -2.982 -0.101 1.118 -0.52
C -2.189 0.801 1.735 0.78
O -2.270 1.991 1.532 -0.62
C -1.274 0.156 2.675 -0.26
C -0.157 0.766 3.136 0.30
C 0.335 2.099 2.633 -0.11
O 0.430 2.146 1.217 -0.48
C 0.998 1.098 0.599 0.76
O 1.499 0.166 1.187 -0.61
C 0.904 1.244 -0.855 -0.32
C 1.324 0.264 -1.666 -0.11
C 1.269 0.237 -3.113 0.02
C 0.670 1.249 -3.864 -0.23
C 0.651 1.166 -5.245 -0.19
C 1.220 0.089 -5.894 -0.24
C 1.822 -0.936 -5.159 0.31
O 2.351 -1.954 -5.888 -0.49
C 2.973 -3.019 -5.210 -0.25
C 1.839 -0.856 -3.774 -0.31
N 0.609 0.159 4.092 -0.62
C 0.197 -0.948 4.826 0.79
O 0.820 -1.325 5.791 -0.63
N -0.969 -1.489 4.408 -0.62
C -1.526 -1.278 3.082 -0.05
C -0.899 -2.233 2.058 -0.62
H -2.416 1.474 -1.033 0.22
H -3.872 1.015 -1.928 0.22
H -2.651 -0.206 -1.533 0.21
H -4.333 1.332 0.513 0.20
H -4.636 -0.361 0.012 0.19
H -0.374 2.892 2.884 0.25
H 1.319 2.317 3.068 0.19
H 0.457 2.163 -1.198 0.22
H 1.757 -0.608 -1.189 0.22
H 0.218 2.094 -3.372 0.21
H 0.188 1.951 -5.823 0.22
H 1.215 0.014 -6.970 0.23
H 3.832 -2.677 -4.624 0.18
H 3.316 -3.701 -5.987 0.20
H 2.270 -3.544 -4.555 0.18
H 2.298 -1.632 -3.181 0.22
H 1.492 0.563 4.368 0.42
H -1.242 -2.333 4.890 0.41
H -2.604 -1.464 3.139 0.22
H -1.404 -2.123 1.103 0.22
H -0.995 -3.264 2.394 0.20
H 0.154 -1.995 1.929 0.22
```

## Properties
spin multiplicity	1
molar mass	374.4	g mol⁻¹
SMILES	CCOC(=O)C1=C(COC(=O)/C=C/c2cccc(OC)c2)NC(=O)N[C@@H]1C

---

(7)
Molecular formula: C19H22N2O6S
Method: DFT, wB97M-V/def2-TZVPD

Structure (XYZ):
```
50
Properties=species:S:1:pos:R:3:nbo_charge:R:1
C -6.413 -0.116 1.430 -0.26
O -5.032 -0.424 1.332 -0.52
C -4.579 -0.679 0.088 0.78
O -5.287 -0.629 -0.887 -0.59
C -3.135 -0.995 0.066 -0.21
C -2.497 -1.111 -1.167 -0.13
C -1.145 -1.371 -1.242 -0.29
C -0.403 -1.512 -0.070 0.27
N 0.970 -1.724 -0.072 -0.64
C 1.839 -1.672 -1.120 0.69
O 1.533 -1.644 -2.288 -0.60
C 3.293 -1.707 -0.655 -0.35
N 3.451 -1.133 0.668 -0.68
C 4.491 -1.748 1.472 -0.43
S 3.641 0.575 0.576 2.31
O 4.013 1.009 1.890 -0.94
O 4.502 0.899 -0.525 -0.94
C 1.977 1.109 0.237 -0.38
C 1.123 1.312 1.300 -0.17
C -0.184 1.703 1.062 -0.32
C -0.635 1.870 -0.245 0.41
O -1.894 2.236 -0.578 -0.51
C -2.827 2.500 0.444 -0.26
C 0.242 1.657 -1.328 -0.06
C -0.259 1.835 -2.724 -0.63
C 1.548 1.291 -1.067 -0.17
C -1.045 -1.421 1.167 -0.27
C -2.397 -1.165 1.236 -0.16
H -6.605 0.091 2.480 0.19
H -7.016 -0.960 1.089 0.19
H -6.652 0.755 0.816 0.19
H -3.085 -0.987 -2.063 0.24
H -0.651 -1.454 -2.195 0.26
H 1.423 -1.715 0.837 0.42
H 3.610 -2.754 -0.640 0.24
H 3.908 -1.177 -1.393 0.25
H 4.186 -2.758 1.744 0.20
H 4.603 -1.144 2.369 0.24
H 5.451 -1.784 0.948 0.19
H 1.496 1.181 2.303 0.24
H -0.843 1.871 1.898 0.23
H -2.996 1.622 1.073 0.18
H -3.752 2.758 -0.069 0.21
H -2.510 3.343 1.065 0.18
H -1.236 1.368 -2.828 0.23
H 0.434 1.396 -3.436 0.22
H -0.376 2.894 -2.949 0.23
H 2.249 1.147 -1.874 0.25
H -0.469 -1.543 2.073 0.21
H -2.889 -1.092 2.194 0.23
```

## Properties
spin multiplicity	1
molar mass	406.5	g mol⁻¹
SMILES	COC(=O)c1ccc(NC(=O)CN(C)S(=O)(=O)c2ccc(OC)c(C)c2)cc1

---

(8)
Molecular formula: C19H22N3O
Method: DFT, wB97M-V/def2-TZVPD

Structure (XYZ):
```
45
Properties=species:S:1:pos:R:3:nbo_charge:R:1
C -3.095 -3.337 3.187 -0.26
O -3.004 -3.458 1.748 -0.48
C -1.799 -3.206 1.163 0.33
C -1.745 -3.262 -0.250 -0.26
C -0.528 -3.142 -0.896 -0.20
C 0.660 -3.017 -0.161 -0.12
C 2.002 -3.089 -0.851 -0.09
C 2.940 -1.909 -0.737 0.04
C 3.853 -1.688 -1.785 -0.23
C 4.999 -0.930 -1.552 -0.21
C 5.202 -0.334 -0.297 -0.20
C 4.171 -0.363 0.647 -0.19
C 2.995 -1.077 0.386 -0.24
N 2.699 -4.266 -0.340 -0.38
C 2.128 -5.480 -0.126 0.69
N 0.908 -6.050 -0.172 -0.57
C 0.969 -7.420 0.329 -0.22
C 2.430 -7.595 0.748 -0.21
N 3.029 -6.353 0.311 -0.38
C 4.343 -5.775 0.430 -0.22
C 4.150 -4.379 -0.136 -0.21
C 0.596 -2.854 1.219 -0.13
C -0.620 -2.920 1.892 -0.32
H -4.114 -3.655 3.398 0.22
H -2.377 -3.991 3.704 0.18
H -2.949 -2.294 3.507 0.19
H -2.670 -3.409 -0.807 0.24
H -0.460 -3.142 -1.988 0.23
H 1.816 -3.256 -1.918 0.21
H 3.654 -2.143 -2.761 0.22
H 5.733 -0.805 -2.351 0.23
H 6.128 0.215 -0.088 0.23
H 4.262 0.185 1.589 0.23
H 2.133 -0.986 1.044 0.23
H 0.098 -5.600 -0.577 0.45
H 0.680 -8.136 -0.447 0.22
H 0.289 -7.534 1.177 0.22
H 2.898 -8.466 0.271 0.22
H 2.512 -7.713 1.839 0.21
H 5.084 -6.321 -0.160 0.22
H 4.681 -5.745 1.473 0.21
H 4.531 -3.615 0.554 0.24
H 4.668 -4.253 -1.098 0.22
H 1.501 -2.649 1.790 0.21
H -0.652 -2.766 2.973 0.23
```

## Properties
spin multiplicity	1
net charge	+1
molar mass	308.4	g mol⁻¹
SMILES	COc1ccc([C@@H](c2ccccc2)[N+]2=C3NCCN3CC2)cc1

---

ΔE to the lowest compared entry with this formula, charge and spin for every record listed, in sequence, given in eV: 0.264, 0.613, 1.061, 0.969, 2.426, 0.967, 0.309, 0.000.